Arrangement 1

This record from OMol25 describes a 2-piece molecular cluster, C5H16N3 overall. The level of theory is ωB97M-V with the def2-TZVPD basis set.

Geometry as XYZ:
```
24
C5H16N3 (ωB97M-V with the def2-TZVPD basis set)
N 2.14 -3.30 1.48
C -1.03 -0.14 0.22
C -1.19 0.29 -1.12
C -1.93 1.65 -1.37
N -1.56 2.13 -2.67
C 0.12 -0.93 0.64
N 1.03 -0.31 1.67
C 1.56 1.00 1.09
H 1.39 -3.80 1.02
H 2.02 -2.30 1.49
H 3.01 -3.57 1.04
H -1.90 -0.17 0.88
H -1.71 -0.60 -1.53
H -0.23 0.34 -1.62
H -1.72 2.30 -0.52
H -3.00 1.47 -1.36
H -2.28 2.61 -3.19
H -0.75 2.73 -2.63
H -0.30 -1.83 1.12
H 0.78 -1.27 -0.16
H 0.42 -0.09 2.46
H 1.95 1.55 1.93
H 0.77 1.52 0.57
H 2.43 0.73 0.51
```

Computed properties:
LUMO, eV: -6.97
Gap between HOMO and LUMO, eV: 5.6
Total charge: +1

***

Arrangement 2

This record from OMol25 describes a 2-piece molecular cluster, C5H16N3 overall. The level of theory is ωB97M-V with the def2-TZVPD basis set.

Geometry as XYZ:
```
24
C5H16N3 (ωB97M-V with the def2-TZVPD basis set)
C 1.01 -0.62 3.12
C 0.59 -2.07 3.17
H 0.84 -0.18 2.14
H 0.32 -0.07 3.77
H 2.01 -0.43 3.47
H 0.07 -2.56 2.33
H 0.01 -2.37 4.04
H 1.41 -2.81 3.19
C -1.16 -0.66 -1.13
C -2.60 -0.84 -0.66
C 0.52 1.12 -1.27
N -0.74 0.74 -1.23
N 1.55 0.27 -1.29
N 0.82 2.44 -1.38
H -0.57 -1.24 -0.41
H -1.06 -1.05 -2.14
H -2.64 -1.17 0.37
H -3.18 -1.50 -1.29
H -1.36 1.46 -0.89
H 1.36 -0.66 -0.96
H 2.45 0.61 -1.57
H 0.06 3.09 -1.28
H 1.72 2.75 -1.73
H -3.19 0.09 -0.72
```

Computed properties:
LUMO, eV: -3.01
Gap between HOMO and LUMO, eV: 11.2
Total charge: +1

***

arrangement 2 takes first place; second place is 376.8 kJ/mol up.

***

Arrangement 1

This record from OMol25 describes a 2-piece molecular cluster, C6H16 overall. The level of theory is ωB97M-V with the def2-TZVPD basis set.

Geometry as XYZ:
```
22
C6H16 (ωB97M-V with the def2-TZVPD basis set)
C -1.02 1.00 -1.22
C 0.31 1.42 -0.72
C 1.05 2.82 -0.82
H -1.10 -0.01 -0.88
H -1.18 1.16 -2.26
H -1.76 1.57 -0.70
H 0.39 1.14 0.46
H 1.01 0.72 -1.26
H 1.56 3.17 0.12
H 1.89 2.51 -1.56
H 0.46 3.55 -1.16
C -0.85 -1.18 1.92
C -0.54 -2.33 0.94
C 0.66 -1.96 -0.13
H -1.21 -0.41 1.27
H 0.19 -0.67 2.27
H -1.30 -1.38 2.89
H -0.17 -3.24 1.39
H -1.30 -2.56 0.28
H 0.32 -1.19 -0.86
H 1.19 -1.32 0.54
H 1.42 -2.81 -0.51
```

Computed properties:
LUMO, eV: 1.06
Gap between HOMO and LUMO, eV: 11.7
Structure (SMILES): CCC.CCC

***

Arrangement 2

This record from OMol25 describes a 2-piece molecular cluster, C6H16 overall. The level of theory is ωB97M-V with the def2-TZVPD basis set.

Geometry as XYZ:
```
22
C6H16 (ωB97M-V with the def2-TZVPD basis set)
C 0.53 -0.46 1.16
C 1.12 -1.33 0.05
C 0.93 -0.73 -1.34
C 2.61 -1.54 0.33
H 0.83 0.58 1.03
H 0.70 -1.05 2.06
H -0.57 -0.45 1.06
H 0.68 -2.33 0.06
H -0.12 -0.69 -1.63
H 1.32 0.29 -1.38
H 1.47 -1.28 -2.11
H 2.76 -1.97 1.32
H 3.09 -2.19 -0.41
H 3.15 -0.59 0.33
C -1.96 2.24 0.37
C -2.61 1.18 -0.52
H -2.72 2.62 1.06
H -1.26 1.79 1.07
H -1.51 3.04 -0.20
H -1.88 0.49 -0.94
H -3.44 0.69 -0.01
H -3.12 1.70 -1.34
```

Computed properties:
LUMO, eV: 1.14
Gap between HOMO and LUMO, eV: 12.4
Structure (SMILES): CC(C)C.CC

***

arrangement 2 takes first place; second place is 232.3 kJ/mol up.

***

Arrangement 1

This record from OMol25 describes a 2-piece molecular cluster, C4H6OS overall. The level of theory is ωB97M-V with the def2-TZVPD basis set.

Geometry as XYZ:
```
12
C4H6OS (ωB97M-V with the def2-TZVPD basis set)
C -0.83 -1.39 -0.86
C 0.19 1.69 0.46
C -1.05 -0.51 0.16
C -0.63 0.77 0.34
O 0.87 -0.66 1.81
S 2.07 0.11 1.71
H -1.40 -2.34 -0.87
H 0.01 -1.16 -1.54
H 1.21 1.52 0.88
H 0.29 2.71 0.28
H -1.82 -0.82 1.02
H 2.71 -0.25 0.60
```

Computed properties:
LUMO (alpha / beta), eV: -0.71 / -0.42
Gap between HOMO and LUMO (alpha / beta), eV: 7.0 / 7.7

***

Arrangement 2

This record from OMol25 describes a 2-piece molecular cluster, C4H6OS overall. The level of theory is ωB97M-V with the def2-TZVPD basis set.

Geometry as XYZ:
```
12
C4H6OS (ωB97M-V with the def2-TZVPD basis set)
C 2.03 -0.04 0.95
C 1.37 0.97 0.53
C -0.63 0.26 -0.52
C -1.09 -1.19 -0.55
O -2.57 1.78 -1.53
S -1.26 1.75 -0.87
H 2.93 0.08 1.55
H 1.68 -1.08 0.93
H 1.40 2.05 0.85
H -0.49 -1.94 -0.97
H -2.08 -1.18 -0.93
H -1.30 -1.45 0.57
```

Computed properties:
LUMO (alpha / beta), eV: -0.08 / -0.08
Gap between HOMO and LUMO (alpha / beta), eV: 9.0 / 9.0

***

arrangement 2 takes first place; second place is 46.3 kJ/mol up.

***

Arrangement 1

This record from OMol25 describes a single C4H6OS molecule. The level of theory is ωB97M-V with the def2-TZVPD basis set.

Geometry as XYZ:
```
12
C4H6OS (ωB97M-V with the def2-TZVPD basis set)
C -0.84 0.85 0.08
C -1.88 1.53 -0.44
C -0.01 -1.10 -0.46
C 1.10 -0.65 0.62
O 2.41 -0.55 0.26
S 0.42 0.95 1.34
H -2.22 2.31 0.16
H -2.53 1.05 -1.16
H -0.52 -1.92 -0.01
H 0.23 -1.16 -1.47
H 1.20 -1.56 1.25
H 2.64 0.27 -0.16
```

Computed properties:
LUMO, eV: 0.27
Gap between HOMO and LUMO, eV: 9.1

***

Arrangement 2

This record from OMol25 describes a single C4H6OS molecule. The level of theory is ωB97M-V with the def2-TZVPD basis set.

Geometry as XYZ:
```
12
C4H6OS (ωB97M-V with the def2-TZVPD basis set)
C -0.46 1.77 -0.88
C 0.06 0.71 -0.40
C 0.28 -0.54 -0.07
C 0.24 -0.93 1.38
O 0.91 -1.53 -0.85
S 1.68 -1.26 -2.29
H -1.46 1.95 -1.03
H 0.20 2.63 -1.11
H -0.42 -0.26 2.00
H -0.31 -1.76 1.49
H 1.10 -1.11 1.91
H 0.71 -1.37 -3.20
```

Computed properties:
LUMO, eV: 0.57
Gap between HOMO and LUMO, eV: 9.5
Structure (SMILES): C=C=C(C)OS

***

Arrangement 3

This record from OMol25 describes a single C4H6OS molecule. The level of theory is ωB97M-V with the def2-TZVPD basis set.

Geometry as XYZ:
```
12
C4H6OS (ωB97M-V with the def2-TZVPD basis set)
O -0.04 2.20 -0.09
C -0.84 1.20 -0.24
C -0.44 -0.04 0.28
C 0.92 -0.20 1.10
S 1.86 -0.75 -0.34
C 0.06 -0.83 -0.86
H -1.77 1.11 -0.97
H -1.23 -0.49 0.74
H 0.58 -0.61 2.00
H 1.16 0.89 1.28
H -0.16 -1.98 -1.01
H -0.09 -0.49 -1.88
```

Computed properties:
LUMO, eV: 0.45
Gap between HOMO and LUMO, eV: 9.2
Structure (SMILES): O=CC1CSC1

***

Arrangement 4

This record from OMol25 describes a single C4H6OS molecule. The level of theory is ωB97M-V with the def2-TZVPD basis set.

Geometry as XYZ:
```
12
C4H6OS (ωB97M-V with the def2-TZVPD basis set)
C 1.86 -0.65 0.16
O 1.39 0.18 -0.83
C 1.06 0.57 0.43
C -0.39 0.53 0.70
C -1.25 0.98 -0.33
S -1.31 -0.79 -0.04
H 1.24 -1.60 0.29
H 2.95 -0.73 0.31
H 1.66 1.43 0.81
H -0.60 0.64 1.74
H -0.76 1.38 -1.29
H -2.21 1.49 -0.19
```

Computed properties:
LUMO, eV: 0.97
Gap between HOMO and LUMO, eV: 9.8
Structure (SMILES): C1O[C@H]1[C@H]1CS1

***

arrangement 4 takes first place; second place is 50.6 kJ/mol up.